C30H52BrN3OsP2S as an isolated structure in a non-equilibrium geometry, computed with ωB97M-V with the def2-TZVPD basis set.

Calculated values
charge	+4
spin multiplicity	5
energy	-138298.522	eV
E_HOMO (alpha / beta)	-0.6810 / -0.7183	hartree

Structure (XYZ):
```
90
Properties=species:S:1:pos:R:3:forces:R:3:lowdin_charge:R:1
N -5.05684 1.67229 -2.95797 4.0 0.6 1.8 0.332
C -4.92873 2.02632 -1.67757 -1.8 0.2 0.5 0.009
C -3.67719 2.17453 -1.06494 0.2 -0.4 -0.9 0.037
C -2.51748 1.95388 -1.83041 -0.2 -0.2 0.2 -0.175
C -2.66476 1.64799 -3.19311 -0.9 0.1 0.7 0.030
C -3.96880 1.50219 -3.70575 -0.5 -0.3 -1.7 0.009
C -1.16746 2.04195 -1.15097 -0.6 4.4 -3.1 -0.409
Os -0.40421 0.44468 -0.56258 -2.0 -7.4 6.9 0.948
P 1.71872 0.24541 -0.13453 4.9 0.3 -0.1 0.944
C 0.04885 1.64336 -1.93272 1.1 5.2 -3.8 -0.405
C 1.30222 2.50194 -1.78492 -0.3 -1.3 -1.4 -0.193
C 2.39779 2.34460 -2.71783 -1.4 -0.1 -0.1 0.024
C 3.67569 2.54926 -2.30180 1.1 -0.1 -0.3 0.070
C 3.94280 2.89678 -0.86463 -1.5 -2.5 -3.1 -0.405
C 2.85385 3.88629 -0.54437 1.5 0.5 1.3 -0.594
C 1.51841 3.31337 -0.70027 0.1 0.9 0.5 0.007
Br 3.54261 4.15274 1.21295 -1.1 1.9 2.2 0.989
H -1.08723 2.94512 -0.53529 -0.2 -0.3 0.1 0.118
H -0.08609 1.33549 -2.97156 0.0 0.0 0.1 0.106
H -3.61517 2.44366 -0.01054 -0.3 0.0 -0.3 0.136
H -1.81823 1.54178 -3.86820 -0.5 0.0 0.0 0.128
H -5.84198 2.20267 -1.10338 0.1 0.0 -0.1 0.173
H -4.10263 1.25062 -4.76245 -0.1 0.1 0.2 0.173
H 2.16569 1.94003 -3.70740 0.2 0.2 0.2 0.155
H 0.73944 3.59247 0.00291 0.1 -0.1 0.0 0.134
H 4.52276 2.33978 -2.95657 -0.3 0.2 -0.1 0.164
H 2.99865 4.81527 -1.10808 -0.2 0.0 0.0 0.157
P -1.53670 -1.58064 -0.98411 -1.7 -1.7 -1.3 0.863
C 3.73552 1.50454 -0.15111 -0.2 0.2 1.8 -0.228
C 4.85110 0.60402 -0.55140 -0.1 -1.0 -0.3 -0.067
H 3.61919 1.61847 0.93484 0.4 0.1 -0.5 0.037
H 4.97875 3.22838 -0.71749 -0.4 0.0 0.1 0.154
H 5.82133 1.09875 -0.37283 -0.3 0.0 0.0 0.138
H 4.86900 -0.33944 0.00234 0.1 0.3 -0.2 0.073
H 4.79888 0.38021 -1.62494 0.2 -0.1 0.1 0.094
C 2.12930 -0.70604 -1.68667 -0.3 0.0 0.0 -0.368
C 2.85948 -2.04246 -1.53973 0.1 -0.2 -0.2 -0.087
H 2.70813 -0.00176 -2.29729 -0.2 -0.3 0.0 0.066
H 1.16089 -0.84402 -2.20560 0.4 0.0 0.0 0.037
H 2.58780 -2.68717 -2.38670 0.2 0.1 0.3 0.098
H 3.94767 -1.90163 -1.57651 -0.3 -0.1 0.1 0.088
H 2.60211 -2.56901 -0.61602 0.1 0.0 -0.2 0.066
C 1.88226 -0.95940 1.27347 -0.5 0.5 0.3 -0.378
C 3.27263 -1.14352 1.87587 0.4 -0.2 0.1 -0.095
H 1.45645 -1.91776 0.94477 0.2 0.3 0.0 0.061
H 1.20510 -0.57545 2.05238 0.3 -0.1 -0.4 0.028
H 3.18461 -1.76029 2.78271 0.0 0.2 -0.3 0.102
H 3.95377 -1.67083 1.19518 -0.2 0.2 0.3 0.078
H 3.72012 -0.18707 2.17598 -0.1 -0.3 -0.1 0.084
C -1.23454 -2.80462 0.34426 0.4 0.4 0.5 -0.371
C -2.02664 -4.10718 0.23613 -0.1 -0.3 -0.2 -0.088
H -1.43211 -2.29396 1.30016 0.1 -0.1 -0.3 0.046
H -0.15498 -3.01959 0.32628 -0.2 0.0 0.0 0.077
H -3.11150 -3.94860 0.20108 0.3 0.0 0.0 0.080
H -1.73073 -4.68536 -0.64821 -0.1 0.1 0.3 0.087
H -1.80808 -4.72577 1.11590 -0.1 0.1 -0.2 0.103
C -1.05942 -2.44294 -2.54321 0.3 0.0 0.3 -0.349
C -1.59890 -1.79775 -3.81696 -0.1 0.0 -0.2 -0.112
H -1.42120 -3.47892 -2.45276 0.1 0.3 0.0 0.103
H 0.03855 -2.49414 -2.56351 -0.2 -0.1 0.0 0.068
H -2.68751 -1.90914 -3.90413 0.3 0.0 0.0 0.085
H -1.36365 -0.72702 -3.87711 0.1 -0.2 0.0 0.046
H -1.14216 -2.28736 -4.68650 -0.2 0.1 0.2 0.105
C -3.35920 -1.40528 -1.19054 -0.2 0.1 -0.1 -0.352
C -4.15620 -1.16464 0.08654 -0.2 0.2 0.3 -0.134
H -3.72045 -2.30806 -1.71014 0.2 0.2 0.1 0.116
H -3.50092 -0.56328 -1.88967 0.1 -0.4 0.2 0.049
H -5.16257 -0.80717 -0.17460 0.2 -0.3 0.1 0.094
H -4.27490 -2.07645 0.68935 0.1 0.3 -0.2 0.082
H -3.69061 -0.39025 0.71145 -0.2 -0.3 -0.1 0.004
C 0.84589 2.06068 2.80325 0.4 -0.1 -0.2 -0.085
N 0.32559 0.89123 3.51375 -1.6 0.0 -0.6 -0.177
C 0.64369 0.80837 4.93879 0.5 -0.2 0.6 0.004
C -0.77930 0.26550 3.02969 1.1 -0.4 2.1 -0.653
S -1.55853 0.81756 1.60759 -0.3 0.3 -1.3 0.768
N -1.30834 -0.77402 3.72922 0.5 0.6 -1.2 -0.182
C -0.44016 -1.82664 4.27622 0.2 -0.1 0.7 -0.009
C -2.70741 -1.14651 3.52048 -0.3 0.0 -0.1 -0.048
H 0.08796 2.85222 2.72489 0.2 -0.1 0.1 0.107
H 1.14318 1.76908 1.78294 0.0 0.2 0.4 0.004
H 1.73171 2.42624 3.33166 -0.3 -0.1 -0.1 0.096
H -0.25092 0.55723 5.51990 0.2 0.1 -0.2 0.114
H 1.42717 0.05775 5.11658 -0.2 0.2 0.1 0.111
H 1.02022 1.78277 5.26665 -0.1 -0.2 -0.1 0.115
H -0.27551 -1.67055 5.35100 0.0 -0.2 -0.3 0.109
H -0.94534 -2.79132 4.14511 0.1 0.3 0.0 0.113
H 0.52733 -1.87096 3.75505 -0.3 0.1 0.2 0.090
H -3.31917 -0.23853 3.47010 0.0 -0.3 0.1 0.097
H -2.84457 -1.72714 2.59542 0.0 0.1 0.3 0.062
H -3.02379 -1.75776 4.37274 0.0 0.2 -0.2 0.123
```
Forces are in eV/Å.

---

A 5-piece molecular cluster, C20H47F2NO10P overall in a non-equilibrium geometry, computed with ωB97M-V with the def2-TZVPD basis set.

Calculated values
charge	+1
energy	-58177.585	eV
E_HOMO	-0.3849	hartree

Structure (XYZ):
```
81
Properties=species:S:1:pos:R:3:forces:R:3:lowdin_charge:R:1
O -2.48050 -1.05305 3.58851 0.1 0.3 -1.3 0.128
C -2.35686 -0.86008 2.40288 0.1 -0.6 1.6 -0.584
F -2.17910 -1.82778 1.53752 0.1 0.0 -0.2 0.192
N -2.38057 0.38302 1.80469 -1.5 0.2 0.2 0.149
C -2.98290 1.37189 2.67145 1.0 0.8 0.3 -0.486
O -2.46184 2.40437 2.93838 -0.7 -0.6 -0.1 0.182
P -4.69018 0.92827 3.38301 0.2 -0.5 -0.1 1.184
C -5.72492 0.16523 2.10068 -0.1 0.1 0.9 -0.267
C -6.95256 -0.55547 2.71307 0.7 0.3 0.2 -0.251
F -8.05990 -0.07336 2.12142 -0.8 0.3 -0.5 0.009
H -2.88523 0.37741 0.92237 0.6 0.0 -0.6 0.160
H -4.46465 0.02332 4.42363 -0.1 0.1 0.0 0.054
H -5.29694 2.06244 3.92958 0.1 0.1 -0.1 0.063
H -5.12490 -0.52612 1.53315 0.3 -0.1 -0.3 0.088
H -6.06935 0.97916 1.47469 -0.1 0.1 -0.3 0.110
H -6.87275 -1.61609 2.54704 0.0 -0.5 0.0 0.130
H -7.03051 -0.35924 3.77461 -0.1 -0.1 0.4 0.110
C 4.04910 1.16320 3.12615 0.0 0.0 0.1 -0.090
O 3.00964 0.38737 3.70703 0.0 0.0 -0.2 -0.197
C 1.72550 0.95451 3.55546 0.0 -0.2 0.3 -0.198
C 0.95223 0.31872 2.41890 0.0 0.1 -0.1 -0.212
O 1.53992 0.56168 1.15778 0.2 -0.1 0.1 -0.203
C 2.33262 -0.52180 0.68540 -0.1 0.0 0.0 -0.095
H 4.92486 0.52384 3.03692 0.0 0.0 0.0 0.094
H 3.77593 1.52853 2.13475 0.0 0.0 0.0 0.085
H 4.29582 2.01230 3.77090 0.0 0.0 0.0 0.092
H 1.79357 2.03697 3.41090 0.0 0.0 -0.1 0.132
H 1.18148 0.77192 4.48976 0.0 0.0 0.0 0.120
H -0.04818 0.75618 2.38468 0.0 0.1 0.1 0.093
H 0.84084 -0.75962 2.58990 0.1 0.0 0.1 0.131
H 1.69079 -1.31671 0.28997 0.0 0.0 0.0 0.092
H 2.96879 -0.92729 1.47310 0.0 0.0 0.0 0.088
H 2.96377 -0.15087 -0.11906 0.0 0.0 0.0 0.094
C 0.20539 0.61518 -1.72086 -0.1 -0.1 -0.1 -0.110
O 0.27211 -0.45213 -2.64906 -0.1 0.1 0.0 -0.181
C -0.97470 -0.77162 -3.24053 0.2 -0.2 0.0 -0.208
C -1.15634 -0.12098 -4.59528 -0.2 0.1 -0.1 -0.208
O -1.20138 1.29071 -4.50362 0.1 0.0 0.1 -0.194
C 0.03410 1.91784 -4.82527 0.0 0.1 -0.2 -0.092
H 1.21697 0.96970 -1.54514 0.0 0.0 0.1 0.088
H -0.39575 1.44542 -2.10000 0.0 0.0 0.0 0.086
H -0.21033 0.26593 -0.76842 0.0 0.0 0.0 0.070
H -1.79759 -0.48369 -2.57505 0.0 0.0 0.0 0.116
H -1.00470 -1.85875 -3.36436 0.0 0.0 0.0 0.127
H -2.11278 -0.44994 -5.01432 0.0 0.0 0.0 0.126
H -0.36389 -0.44053 -5.27802 0.1 0.0 0.0 0.128
H 0.17936 1.94601 -5.90972 0.1 0.0 0.0 0.079
H 0.88117 1.40640 -4.36427 0.0 0.0 0.0 0.086
H -0.00506 2.93925 -4.45052 -0.1 0.0 0.0 0.091
C 0.18302 -1.07335 7.61744 0.0 0.0 0.1 -0.123
O 1.06336 -0.80686 8.68901 0.0 -0.1 -0.1 -0.187
C 1.58855 -1.98241 9.29189 0.0 0.2 0.1 -0.199
C 2.97116 -2.31840 8.77636 0.0 -0.2 -0.1 -0.205
O 2.95761 -2.63044 7.39380 -0.1 0.1 0.0 -0.190
C 3.35642 -1.54894 6.56759 0.1 -0.1 0.0 -0.111
H 0.06769 -0.14932 7.04988 0.0 0.0 0.0 0.078
H 0.57373 -1.84777 6.95349 0.0 0.0 0.0 0.083
H -0.79958 -1.38178 7.99462 0.0 0.0 0.0 0.086
H 0.91118 -2.82680 9.13318 0.0 0.0 0.0 0.126
H 1.64865 -1.79566 10.36768 0.0 0.0 0.0 0.127
H 3.33650 -3.20193 9.30767 0.0 0.0 0.0 0.127
H 3.66269 -1.49549 8.97880 0.0 0.0 0.0 0.128
H 4.44673 -1.44778 6.57156 0.0 0.1 0.0 0.093
H 2.90748 -0.60581 6.88585 0.0 0.0 0.0 0.083
H 3.03000 -1.76514 5.55211 0.0 0.0 0.0 0.081
C 1.87464 2.28920 -9.44027 0.0 0.1 0.1 -0.103
O 0.91468 1.72156 -8.56292 0.0 -0.1 -0.1 -0.208
C -0.28276 1.33084 -9.21661 0.0 0.0 0.2 -0.205
C -0.31381 -0.15339 -9.51371 -0.1 -0.1 -0.2 -0.208
O 0.69194 -0.53753 -10.43305 0.1 0.1 0.1 -0.187
C 1.84104 -1.09416 -9.81857 0.0 -0.1 0.0 -0.108
H 2.83535 2.28006 -8.92833 0.0 0.0 0.0 0.090
H 1.96292 1.71836 -10.36602 0.0 0.0 0.0 0.085
H 1.61035 3.32502 -9.67700 0.0 0.0 -0.1 0.090
H -0.42183 1.90531 -10.13678 0.0 0.0 0.0 0.128
H -1.11235 1.56855 -8.54246 0.0 0.0 0.0 0.123
H -1.27876 -0.39795 -9.96809 0.0 0.0 0.0 0.127
H -0.22534 -0.72718 -8.58539 0.0 0.0 0.0 0.120
H 1.65096 -2.13106 -9.52087 0.0 0.0 0.0 0.089
H 2.15261 -0.51903 -8.94419 0.0 0.0 0.0 0.082
H 2.64555 -1.08235 -10.55146 0.0 0.0 0.0 0.091
```
Forces are in eV/Å.

---

C4H6O2 as an isolated structure in a non-equilibrium geometry, computed with ωB97M-V with the def2-TZVPD basis set.

Calculated values
energy	-8336.254	eV
E_HOMO	-0.3419	hartree

Structure (XYZ):
```
12
Properties=species:S:1:pos:R:3:forces:R:3:nbo_charge:R:1
C 1.22808 -0.48161 0.02461 0.1 -0.9 0.2 -0.088
C -0.84990 1.06626 0.73415 3.0 1.4 -0.8 -0.112
C -0.14965 -0.99843 -0.33272 0.2 1.7 -1.3 -0.520
C -0.64480 0.56880 -0.61741 -3.2 -3.3 -0.9 0.562
O 0.94658 0.86605 0.35930 -1.3 0.5 1.7 -0.524
O -1.04001 0.90554 -1.71163 0.9 0.6 0.7 -0.566
H 1.71843 -1.00458 0.85021 0.0 0.1 0.0 0.174
H 1.88686 -0.49416 -0.85294 -0.1 0.2 0.2 0.196
H -1.54184 0.53022 1.37515 0.8 -0.5 0.4 0.214
H -0.65760 2.10156 0.99085 -0.4 0.1 -0.2 0.220
H -0.24850 -1.51231 -1.28688 0.1 -0.2 0.1 0.230
H -0.64766 -1.54734 0.46731 -0.1 0.3 0.0 0.212
```
Forces are in eV/Å.